{
  "formula": "C25H43BrCeN2P2",
  "method": "wB97M-V/def2-TZVPD",
  "symbols": ["N", "C", "C", "C", "C", "C", "C", "Ce", "P", "C", "C", "C", "C", "C", "C", "C", "Br", "H", "H", "H", "H", "H", "H", "H", "H", "H", "H", "P", "C", "C", "H", "H", "H", "H", "H", "C", "C", "H", "H", "H", "H", "H", "C", "C", "H", "H", "H", "H", "H", "C", "C", "H", "H", "H", "H", "H", "C", "C", "H", "H", "H", "H", "H", "C", "C", "H", "H", "H", "H", "H", "N", "H", "H", "H"],
  "coordinates": [[2.169, -0.338, 5.280], [1.188, 0.544, 5.011], [0.278, 0.410, 3.959], [0.367, -0.695, 3.076], [1.378, -1.636, 3.387], [2.231, -1.412, 4.471], [-0.590, -0.864, 1.976], [0.000, 0.000, 0.000], [-1.222, -0.148, -2.063], [-0.524, -1.924, 1.033], [-1.704, -2.579, 0.450], [-1.578, -3.856, -0.146], [-2.664, -4.503, -0.747], [-3.916, -3.872, -0.753], [-4.092, -2.627, -0.126], [-2.997, -1.999, 0.471], [-5.398, -4.705, -1.625], [-1.571, -0.417, 2.176], [0.365, -2.565, 1.056], [-0.506, 1.162, 3.818], [1.482, -2.553, 2.800], [1.120, 1.411, 5.684], [3.013, -2.148, 4.707], [-0.599, -4.348, -0.149], [-3.142, -1.026, 0.951], [-2.539, -5.483, -1.216], [-5.079, -2.155, -0.113], [2.372, -0.296, -0.504], [-2.941, 0.592, -1.879], [-4.078, 0.146, -2.806], [-2.799, 1.688, -1.925], [-3.214, 0.373, -0.833], [-5.023, 0.638, -2.511], [-3.885, 0.398, -3.861], [-4.241, -0.943, -2.738], [-1.531, -1.839, -2.803], [-1.785, -1.996, -4.307], [-2.371, -2.264, -2.229], [-0.649, -2.436, -2.515], [-1.904, -3.067, -4.551], [-2.701, -1.479, -4.634], [-0.942, -1.614, -4.910], [-0.463, 0.813, -3.487], [-1.352, 1.404, -4.588], [0.298, 0.134, -3.916], [0.109, 1.622, -3.007], [-0.735, 1.967, -5.312], [-1.901, 0.630, -5.148], [-2.091, 2.109, -4.170], [3.438, 1.093, -1.184], [2.872, 1.801, -2.415], [4.445, 0.682, -1.393], [3.559, 1.823, -0.363], [3.530, 2.630, -2.732], [2.763, 1.114, -3.272], [1.875, 2.218, -2.195], [2.682, -1.581, -1.833], [2.084, -2.950, -1.492], [3.770, -1.657, -2.025], [2.211, -1.189, -2.753], [2.208, -3.659, -2.330], [2.566, -3.393, -0.603], [1.007, -2.850, -1.277], [3.566, -0.900, 0.810], [3.825, 0.136, 1.911], [4.513, -1.207, 0.324], [3.115, -1.807, 1.250], [4.398, -0.308, 2.743], [4.403, 0.996, 1.529], [2.876, 0.515, 2.326], [-1.110, 2.140, 0.208], [-0.859, 2.967, -0.378], [-0.942, 2.295, 1.227], [-2.106, 2.085, 0.516]],
  "forces_ev_per_a": [[-0.852, -0.052, -1.056], [0.161, 0.118, 0.437], [-0.141, 0.141, -0.640], [0.959, 0.217, 0.495], [-0.144, -0.002, -0.365], [0.168, -0.188, 0.170], [-0.582, -2.279, 1.758], [0.393, 4.038, 1.546], [-4.554, -0.603, -7.121], [-3.477, -3.998, 3.718], [1.488, 1.318, 0.114], [-0.219, -1.312, -1.307], [1.461, 0.074, 0.599], [-1.424, -0.865, -0.748], [0.627, 1.212, 0.772], [-1.479, 0.214, -0.382], [1.405, 0.784, 0.844], [-0.016, 0.107, -0.315], [0.259, 0.361, -0.352], [0.251, -0.182, 0.199], [0.053, 0.226, 0.384], [0.025, -0.437, -0.304], [-0.388, 0.333, -0.067], [-0.373, 0.091, -0.042], [-0.183, -0.415, -0.065], [-0.028, 0.305, 0.262], [0.338, -0.198, 0.061], [7.673, -0.735, -1.728], [0.142, 0.631, 0.924], [0.004, -0.442, -0.404], [-0.047, -0.423, -0.076], [-0.156, 0.112, -0.238], [0.536, -0.115, -0.016], [-0.077, -0.072, 0.493], [0.024, 0.405, -0.058], [0.295, -0.728, 0.677], [0.033, 0.484, -0.483], [0.308, 0.290, -0.146], [-0.245, 0.041, -0.199], [0.106, 0.445, 0.258], [0.383, -0.248, 0.165], [-0.363, -0.225, 0.226], [1.158, 0.053, 0.525], [-0.787, 0.057, -0.026], [-0.256, 0.211, 0.176], [-0.076, -0.024, -0.265], [-0.121, -0.319, 0.457], [0.303, 0.313, 0.228], [0.324, -0.240, -0.223], [-0.251, 0.912, 0.206], [-0.164, -0.121, -0.299], [-0.564, -0.170, 0.248], [-0.003, -0.294, -0.288], [-0.299, -0.389, 0.199], [0.107, 0.301, 0.276], [0.334, 0.115, -0.087], [-0.909, -0.138, -0.542], [0.142, -0.220, 0.223], [-0.469, 0.353, 0.319], [0.296, -0.167, 0.203], [-0.073, 0.335, 0.376], [-0.174, 0.122, -0.377], [0.150, -0.201, -0.116], [-0.454, -0.402, 0.868], [0.078, 0.400, -0.025], [-0.615, 0.197, -0.156], [0.271, 0.220, -0.142], [-0.207, 0.139, -0.421], [-0.218, -0.410, 0.239], [0.295, -0.034, 0.002], [-0.841, 0.015, 2.039], [-0.713, -0.370, 0.993], [1.563, 0.946, -0.565], [-0.172, 0.383, -2.038]],
  "total_energy_ha": -4817.9849,
  "orbital_gap_ev": [4.55, 4.55],
  "e_homo_ev": [-20.171, -20.171],
  "charge": 4,
  "spin_multiplicity": 1
}